# 1
ORCA calculation (ωB97M-V/def2-TZVPD) on 2 unconnected molecules or ions with the total composition C15H13F3NO6 at a distorted geometry.

Computed properties:
Strongest force on any atom   9.11 eV Å⁻¹
Total charge   +1
HOMO   -11.7 eV
LUMO energy   -5.77 eV

XYZ file:
```
38
C15H13F3NO6 (ωB97M-V/def2-TZVPD)
C 3.1145 -3.3150 -1.3531
C 3.8517 -4.3006 -0.8374
O -2.2963 -1.3201 -0.5624
N -0.4869 4.3118 0.1820
H 1.7856 -2.6910 -2.5542
H -3.8268 2.3613 2.2536
F -4.6867 3.5434 -0.2686
C -1.0100 1.0703 0.0476
C -1.1420 -0.5602 -0.0584
C 0.3424 1.7486 -0.6379
C -3.4145 1.4999 1.5541
H -2.4992 4.3645 1.4087
O 2.5821 -1.0234 -1.3851
C 4.8334 -4.0290 0.2238
C 4.2246 -1.6438 0.1991
H -2.4282 -2.0740 0.1142
H 3.7578 -5.3254 -1.1742
O 5.5355 -4.9111 0.7069
O -0.0642 -1.2963 0.3304
H 4.3075 -0.6220 0.5466
C -1.7126 3.6914 0.8177
F -6.5616 2.1262 -0.6751
C -5.0537 2.1431 -0.5814
H -4.4645 0.0005 0.0403
F -4.4909 1.7094 -1.8923
C -2.0723 2.0654 0.8027
O 2.1878 -3.5630 -2.3490
H -5.5925 0.9005 1.2521
H -0.3802 5.3615 0.2705
H -3.1296 0.5773 2.2487
C 0.4933 3.3981 -0.5205
C 4.9592 -2.6301 0.7170
C -4.6321 1.0411 0.5570
H 1.4273 3.8912 -1.0258
H 1.1439 1.0548 -1.1844
C 3.2599 -1.9108 -0.8791
O 5.8659 -2.3867 1.7324
H 6.2724 -3.2578 1.9335
```

List of Löwdin charges in e, atom by atom: -0.21 0.09 0.01 0.04 0.11 0.14 0.01 0.05 -0.23 0.11 -0.14 0.15 0.06 -0.30 0.07 0.16 0.14 0.12 0.01 0.13 0.08 0.00 -0.22 0.13 0.01 -0.03 0.08 0.16 0.17 0.15 0.05 -0.20 -0.07 0.14 0.13 -0.31 0.09 0.12

=====

# 2
ORCA calculation (ωB97M-V/def2-TZVPD) on a single C20H14F3N3O molecule at a distorted geometry.

Computed properties:
Relative energy (zero: lowest compared OMol25 entry of this formula, charge and spin)   0.0 kcal/mol
SMILES   N#CCCc1ccc2c(c1)-c1[nH]c3ccc(C(F)(F)F)cc3c1CC(=O)N2
Strongest force on any atom   5.60 eV Å⁻¹
Total charge   0
HOMO   -8.2 eV
LUMO energy   0.22 eV

XYZ file:
```
41
C20H14F3N3O (ωB97M-V/def2-TZVPD)
C 2.3021 -0.1091 -0.7630
H 3.8119 -2.1326 -3.6895
C 4.1944 -0.5204 -2.1800
H -0.4108 -1.8021 -1.0542
C -4.8568 -0.1325 0.6041
C -5.1476 -0.3403 -0.9280
C -4.7095 0.8730 -1.6675
H -4.3459 0.6792 3.0559
C 3.4403 -1.5669 -2.8010
C -0.8292 0.5433 2.3579
C 1.7180 1.5279 1.2484
C -2.1219 0.6591 3.1367
H 1.1397 2.3230 1.1071
C 0.2093 -0.1595 0.1670
C -3.4095 0.1275 1.1722
H -6.1967 -0.6049 -1.1185
N 0.2985 -1.0782 -0.8509
C 1.4128 0.4681 0.2098
C 3.6535 0.1411 -1.0883
C 1.5498 1.0383 2.6362
C 5.5831 -0.2327 -2.4986
H -2.3738 -0.3043 -0.6372
C -2.2869 -0.0138 0.3889
C -3.3624 0.4426 2.5042
N 0.2838 0.7069 3.1579
H -2.0741 1.0351 4.1797
F 6.3258 0.0163 -1.4026
C 2.1892 -1.8903 -2.3677
C -1.0220 0.1723 1.0039
H -5.2402 -1.0471 1.0267
F 6.1421 -1.3781 -3.0898
H 2.7729 1.9320 1.1572
H 4.1532 0.7365 -0.2198
H -4.5275 -1.2359 -1.2150
H -5.4175 0.8188 0.7618
C 1.5468 -1.1239 -1.3232
H 0.2019 0.4851 4.1252
H 1.5788 -2.5610 -2.7882
F 5.6100 0.7841 -3.3599
O 2.5284 0.9692 3.3528
N -4.3139 1.7539 -2.3110
```

List of Löwdin charges in e, atom by atom: -0.11 0.14 -0.14 0.18 -0.14 -0.18 -0.23 0.15 -0.01 -0.15 -0.03 0.02 0.08 -0.13 -0.24 0.12 0.13 -0.09 0.07 -0.42 -0.57 0.10 0.01 -0.07 0.14 0.11 0.14 0.01 -0.05 0.11 0.08 0.15 0.17 0.12 0.12 -0.20 0.14 0.07 0.16 0.08 0.15

=====

# 3
ORCA calculation (ωB97M-V/def2-TZVPD) on a molecular structure, C17H26ILaO2P2 at a distorted geometry.

Computed properties:
Relative energy (zero: lowest compared OMol25 entry of this formula, charge and spin)   3.1 kcal/mol
Strongest force on any atom   4.27 eV Å⁻¹
Total charge   +2
HOMO (alpha / beta)   -14.4 / -14.3 eV
LUMO energy (alpha / beta)   -8.21 / -9.05 eV

XYZ file:
```
49
C17H26ILaO2P2 (ωB97M-V/def2-TZVPD)
H 1.2651 -2.0485 2.5167
C 0.8523 1.6002 -0.1826
O 1.1281 1.4942 -1.3367
H 1.6616 2.2473 1.6558
H 3.6366 -1.4923 -1.5625
H 2.7054 -2.9425 -1.0799
H -2.4191 -3.1688 -2.2922
H -2.2314 3.2276 0.6228
H 0.0921 2.9794 1.2280
C -0.0072 -5.2158 -1.0311
H -0.0754 -7.3757 -0.9812
H 3.2772 0.4035 2.1605
H -2.8773 -0.3068 -2.3985
C -1.9813 -6.4984 -1.6536
H 2.9623 -2.5565 2.2992
H -1.7135 3.3644 -1.1004
C -1.9859 -4.1016 -1.9305
H -3.7644 1.2596 -2.3637
C -2.4228 2.8902 -0.4067
C -2.7905 0.7745 -2.2283
I -1.9355 -2.9217 2.3029
H -4.0367 -0.4720 0.0153
C 0.3177 -0.6861 -2.6372
C -3.7205 0.4949 0.4310
C 1.0643 2.6530 0.8172
C -0.2140 -2.6930 -1.0555
H 4.5145 -0.7440 1.5212
H -2.0517 1.2028 -2.9171
C 0.0065 -1.5567 -1.7089
C 3.6734 -0.0857 1.2570
C -0.6386 -6.4559 -1.2016
H 1.5836 3.5267 0.3740
H -3.6514 -5.3370 -2.4782
H -2.5004 -7.4605 -1.7086
C 2.0149 -2.3824 1.7752
P -2.2535 1.0835 -0.5134
O 0.6623 -0.1701 -3.6381
H -4.5266 1.2339 0.3592
C -0.7323 -4.0212 -1.2999
H 4.0021 0.6889 0.5444
H -3.4433 0.3502 1.4863
La -0.4574 -0.9283 0.6029
H 1.0451 -5.1236 -0.7193
C 3.3370 -2.1219 -0.7135
H 4.2438 -2.5177 -0.2349
H -3.4554 3.1280 -0.6923
H 1.6434 -3.3174 1.3333
C -2.6401 -5.3228 -2.0565
P 2.3904 -1.1186 0.4884
```

List of Löwdin charges in e, atom by atom: 0.00 -0.40 0.08 0.09 0.06 0.04 0.12 0.05 0.09 0.00 0.13 0.05 0.04 0.00 0.07 0.06 -0.02 0.07 -0.25 -0.25 0.03 0.05 -0.14 -0.27 -0.03 -0.17 0.07 0.06 -0.24 -0.25 -0.02 0.12 0.13 0.13 -0.30 0.68 0.26 0.07 -0.25 0.07 0.03 1.17 0.12 -0.23 0.07 0.07 0.05 -0.02 0.70